A 2-piece molecular cluster, C3H10N2 overall, computed with the ωB97M-V functional and the def2-TZVPD basis.

The calculation puts the HOMO energy (spin up / spin down) at 1.25 / -6.22 eV. The frontier orbital gap (spin up / spin down) is 2.56 / 10.02 eV. Its molar mass is 74.127 g mol⁻¹. The expectation value of S² is 0.751. The total charge is -1. The LUMO energy (spin up / spin down) is 3.8122 / 3.8029 eV. The spin multiplicity is 2. The calculation puts the total energy at -6250.474 eV.

```
15
C3H10N2 | the OMol25 dataset | the ωB97M-V functional and the def2-TZVPD basis
N 3.7802 -3.4663 -0.2712
N -2.3097 2.3461 0.3710
C -2.1876 2.6492 -1.0653
C -1.4753 1.1539 0.6904
C 2.7048 -3.2715 0.3846
H 3.6664 -3.0183 -1.1643
H -1.9707 0.1904 0.5739
H 2.5197 -3.5482 1.4221
H -2.6638 3.5994 -1.3161
H -0.5836 1.0805 0.0610
H -1.1755 2.6186 -1.4633
H 1.7943 -2.9365 -0.1206
H -1.7566 3.0372 0.8679
H -1.1320 1.2321 1.7166
H -2.7903 1.8764 -1.5530
```